22
Properties=species:S:1:pos:R:3:lowdin_charge:R:1 method="wB97M-V/def2-TZVPD" homo_ev="-6.5 / -6.6" relative_energy_kcal_mol=193.8 homo_lumo_gap_ev="6.749 / 6.798" max_force_ev_per_a=4.12 total_energy_ha=-383.3918
C -0.02552 -0.07081 0.67846 -0.191
C 0.93005 -1.92292 1.03545 -0.105
C -0.50152 2.43432 -0.78834 -0.188
C -2.50493 1.27620 -0.08780 -0.186
C 2.24927 -2.23331 0.39063 -0.153
N -0.07893 -0.74260 -0.50438 0.006
N -1.07190 1.32877 -0.07688 -0.254
O 0.94088 -0.29870 -1.33475 -0.037
H 0.74166 -0.73513 -2.17433 0.116
H -0.78532 -0.32934 1.40006 0.108
H 0.82514 0.54176 0.95745 0.116
H 1.03384 -1.62883 2.08006 0.081
H 0.17957 -2.70392 0.95120 0.077
H -0.87196 2.51287 -1.82444 0.070
H -2.92437 1.31194 -1.10669 0.068
H 0.58741 2.33972 -0.82980 0.059
H -0.72011 3.40233 -0.30246 0.067
H -2.95444 2.11876 0.46794 0.066
H -2.85660 0.35364 0.38730 0.063
H 2.77676 -3.01889 0.94682 0.077
H 2.90316 -1.35716 0.37146 0.074
H 2.12785 -2.57870 -0.63695 0.066